Molecular formula: C22H25N3O4S
Method: DFT, the ωB97M-V functional and the def2-TZVPD basis

Calculated values
Structure (SMILES) ... Cc1ccc(S(=O)(=O)N(C)Cc2ccc(C(=O)N/N=C3\CCCC(=O)C3)cc2)cc1
Calculated total energy ... -46714.774 eV
LUMO energy ... 0.09 eV
Gap between HOMO and LUMO ... 9.224 eV

Bonds (Å) are listed after each position.
Geometry (Å):
1 C -0.876 -2.672 0.489  C2 1.496, H31 1.086, H32 1.089, H33 1.089
2 C 0.525 -2.210 0.243  C1 1.496, C3 1.392, C30 1.390
3 C 1.374 -1.955 1.318  C2 1.392, C4 1.383, H34 1.080
4 C 2.669 -1.516 1.113  C3 1.383, C5 1.382, H35 1.078
5 C 3.119 -1.301 -0.176  C4 1.382, S6 1.800, C29 1.380
6 S 4.803 -0.749 -0.489  C5 1.800, O7 1.434, O8 1.434, N9 1.663
7 O 4.893 -0.376 -1.871  S6 1.434
8 O 5.686 -1.759 0.016  S6 1.434
9 N 5.101 0.626 0.397  S6 1.663, C10 1.438, C11 1.451
10 C 5.407 0.494 1.796  N9 1.438, H36 1.088, H37 1.095, H38 1.092
11 C 4.517 1.860 -0.093  N9 1.451, C12 1.504, H39 1.093, H40 1.092
12 C 3.015 1.778 -0.129  C11 1.504, C13 1.391, C28 1.390
13 C 2.264 1.806 1.042  C12 1.391, C14 1.380, H41 1.080
14 C 0.907 1.558 1.007  C13 1.380, C15 1.391, H42 1.080
15 C 0.268 1.292 -0.200  C14 1.391, C16 1.489, C27 1.392
16 C -1.180 0.949 -0.147  C15 1.489, O17 1.216, N18 1.368
17 O -1.906 1.280 0.772  C16 1.216
18 N -1.594 0.190 -1.207  C16 1.368, N19 1.376, H43 1.012
19 N -2.766 -0.527 -1.283  N18 1.376, C20 1.267
20 C -3.916 -0.028 -1.100  N19 1.267, C21 1.498, C26 1.500
21 C -4.334 1.383 -0.819  C20 1.498, C22 1.531, H44 1.088, H45 1.094
22 C -5.027 1.428 0.544  C21 1.531, C23 1.530, H46 1.091, H47 1.091
23 C -6.209 0.457 0.597  C22 1.530, C24 1.508, H48 1.091, H49 1.094
24 C -5.772 -0.937 0.221  C23 1.508, O25 1.201, C26 1.522
25 O -5.953 -1.908 0.904  C24 1.201
26 C -5.056 -1.002 -1.121  C20 1.500, C24 1.522, H50 1.090, H51 1.092
27 C 1.002 1.349 -1.382  C15 1.392, C28 1.381, H52 1.080
28 C 2.362 1.582 -1.340  C12 1.390, C27 1.381, H53 1.079
29 C 2.302 -1.565 -1.256  C5 1.380, C30 1.385, H54 1.078
30 C 1.013 -2.026 -1.045  C2 1.390, C29 1.385, H55 1.081
31 H -1.406 -2.849 -0.443  C1 1.086
32 H -0.876 -3.591 1.073  C1 1.089
33 H -1.425 -1.922 1.057  C1 1.089
34 H 1.013 -2.110 2.324  C3 1.080
35 H 3.330 -1.352 1.948  C4 1.078
36 H 5.840 -0.495 1.927  C10 1.088
37 H 4.527 0.601 2.441  C10 1.095
38 H 6.148 1.245 2.080  C10 1.092
39 H 4.860 2.675 0.549  C11 1.093
40 H 4.902 2.009 -1.104  C11 1.092
41 H 2.744 2.016 1.986  C13 1.080
42 H 0.318 1.555 1.912  C14 1.080
43 H -0.865 -0.282 -1.727  N18 1.012
44 H -3.482 2.060 -0.822  C21 1.088
45 H -5.033 1.698 -1.600  C21 1.094
46 H -5.379 2.442 0.743  C22 1.091
47 H -4.295 1.170 1.311  C22 1.091
48 H -6.646 0.440 1.596  C23 1.091
49 H -6.977 0.778 -0.113  C23 1.094
50 H -4.695 -2.013 -1.304  C26 1.090
51 H -5.770 -0.719 -1.898  C26 1.092
52 H 0.517 1.221 -2.339  C27 1.080
53 H 2.937 1.588 -2.254  C28 1.079
54 H 2.693 -1.408 -2.249  C29 1.078
55 H 0.383 -2.259 -1.893  C30 1.081



Molecular formula: C17H13ClN2OS
Method: DFT, the ωB97M-V functional and the def2-TZVPD basis

Calculated values
Structure (SMILES) ... O=c1cc(-c2ccccc2)nc(SCc2ccc(Cl)cc2)[nH]1
Calculated total energy ... -46226.303 eV
LUMO energy ... -0.10 eV
Gap between HOMO and LUMO ... 8.668 eV

Bonds (Å) are listed after each position.
Geometry (Å):
1 O -1.365 -0.176 -3.268  C2 1.211
2 C -0.724 -0.494 -2.291  O1 1.211, C3 1.436, N22 1.409
3 C 0.553 0.006 -1.865  C2 1.436, C4 1.366, H23 1.077
4 C 1.145 -0.448 -0.721  C3 1.366, C5 1.465, N11 1.369
5 C 2.451 0.014 -0.241  C4 1.465, C6 1.395, C10 1.394
6 C 3.179 -0.797 0.629  C5 1.395, C7 1.381, H24 1.079
7 C 4.420 -0.399 1.085  C6 1.381, C8 1.386, H25 1.080
8 C 4.948 0.819 0.688  C7 1.386, C9 1.386, H26 1.080
9 C 4.224 1.640 -0.162  C8 1.386, C10 1.382, H27 1.080
10 C 2.984 1.243 -0.626  C5 1.394, C9 1.382, H28 1.079
11 N 0.535 -1.374 0.080  C4 1.369, C12 1.282
12 C -0.610 -1.825 -0.278  N11 1.282, S13 1.768, N22 1.348
13 S -1.440 -2.948 0.806  C12 1.768, C14 1.856
14 C -3.075 -2.077 0.919  S13 1.856, C15 1.494, H29 1.090, H30 1.090
15 C -2.893 -0.598 0.811  C14 1.494, C16 1.390, C21 1.392
16 C -3.511 0.123 -0.204  C15 1.390, C17 1.383, H31 1.081
17 C -3.261 1.473 -0.367  C16 1.383, C18 1.385, H32 1.078
18 C -2.376 2.107 0.490  C17 1.385, Cl19 1.725, C20 1.387
19 Cl -2.022 3.781 0.268  C18 1.725
20 C -1.765 1.409 1.522  C18 1.387, C21 1.381, H33 1.078
21 C -2.028 0.063 1.678  C15 1.392, C20 1.381, H34 1.080
22 N -1.236 -1.477 -1.420  C2 1.409, C12 1.348, H35 1.013
23 H 1.020 0.738 -2.502  C3 1.077
24 H 2.754 -1.741 0.932  C6 1.079
25 H 4.979 -1.038 1.752  C7 1.080
26 H 5.919 1.132 1.045  C8 1.080
27 H 4.628 2.596 -0.462  C9 1.080
28 H 2.422 1.901 -1.270  C10 1.079
29 H -3.741 -2.469 0.151  C14 1.090
30 H -3.448 -2.373 1.899  C14 1.090
31 H -4.192 -0.371 -0.882  C16 1.081
32 H -3.733 2.023 -1.165  C17 1.078
33 H -1.080 1.913 2.185  C20 1.078
34 H -1.536 -0.491 2.464  C21 1.080
35 H -2.125 -1.887 -1.680  N22 1.013